Record 1
91
Properties=species:S:1:pos:R:3 method="wB97M-V/def2-TZVPD" relative_energy_kj_mol=588.07 total_charge=+1 fmax_ev_per_a=3.40 homo_ev=-11.21
C 0.42380 0.38562 3.44370
C -1.10251 -0.15109 3.18579
S -1.40184 -0.95234 1.52234
C 0.04494 -0.75451 0.35274
C -0.36376 -0.23186 -1.16337
C -1.64869 -1.19634 -1.62853
C -0.92598 1.30896 -1.21541
N 0.13526 2.38285 -1.12911
O 0.23878 2.74322 0.16176
C -0.65556 3.85794 0.50943
C -1.13759 3.65312 2.09823
C -2.73799 4.06244 2.20337
O -0.32104 4.41502 3.05543
C 1.44308 2.05391 -1.81306
C 1.84586 0.46601 -1.82934
N 0.72161 -0.48029 -2.19160
H 0.41959 1.05229 4.42181
H 0.72877 1.09463 2.56295
H 1.15680 -0.52537 3.49072
H -1.32577 -0.98506 4.00992
H -1.91189 0.69395 3.35896
H 0.50326 -1.84579 0.19872
H 0.92411 -0.08905 0.74307
H -1.45698 -2.33347 -1.41819
H -1.85450 -0.99780 -2.78770
H -2.63892 -0.81253 -1.08436
H -1.58818 1.49602 -2.19088
H -1.70013 1.40571 -0.31190
H -0.25823 3.23020 -1.63960
H -0.05613 4.88749 0.49896
H -1.65404 3.90355 -0.10750
H -1.07217 2.49643 2.30386
H -2.99224 4.69771 3.17715
H -3.09948 4.74760 1.29615
H -3.45611 3.11579 2.17125
H -0.27960 5.35444 2.70901
H 2.30559 2.63084 -1.23196
H 1.40465 2.55026 -2.88693
H 2.66787 0.34137 -2.68582
H 2.41594 0.15242 -0.82795
H 1.02526 -1.48400 -2.00880
C -4.84053 -3.10321 2.26563
C -4.21908 -3.90166 3.36529
O -5.05652 -5.03864 3.45522
C -5.66900 -5.17733 2.24308
O -6.32887 -6.14820 1.91192
O -5.44590 -4.08880 1.45011
H -4.10184 -2.53064 1.69804
H -5.61580 -2.42136 2.63047
H -3.20293 -4.22917 3.12140
H -4.19931 -3.35839 4.31404
C 2.50416 -3.77257 2.88829
C 2.07222 -4.85911 1.95778
O 0.71414 -5.06013 2.30032
C 0.27442 -3.90283 2.87562
O -0.89266 -3.66402 3.13748
O 1.31053 -3.04787 3.11850
H 3.27033 -3.12804 2.44876
H 2.87135 -4.16157 3.84377
H 2.13100 -4.55736 0.90669
H 2.64745 -5.77867 2.09627
C 6.33642 -2.29064 -3.20324
C 4.92198 -2.07973 -3.63667
O 4.18842 -2.93526 -2.78107
C 4.95076 -3.12958 -1.66539
O 4.55700 -3.67676 -0.64891
O 6.21013 -2.63102 -1.83534
H 6.94746 -1.39196 -3.32427
H 6.81627 -3.12128 -3.73133
H 4.58578 -1.04938 -3.47965
H 4.76315 -2.34966 -4.68432
C 6.74050 0.59462 -7.48852
C 5.42376 0.65571 -6.78462
O 5.03526 -0.70240 -6.70265
C 6.17679 -1.44712 -6.77972
O 6.23105 -2.64790 -6.57266
O 7.24914 -0.67290 -7.11755
H 7.41882 1.39204 -7.17286
H 6.63436 0.62785 -8.57788
H 5.51001 1.06076 -5.77082
H 4.68255 1.23851 -7.33834
C -6.27640 4.39077 3.64999
C -7.58640 4.80940 3.06548
O -7.27634 6.02341 2.40809
C -5.93925 5.99612 2.13406
O -5.36492 6.80528 1.42476
O -5.32941 4.94518 2.75623
H -6.17142 3.30355 3.70063
H -6.10979 4.81143 4.64717
H -7.96272 4.09343 2.32719
H -8.35195 4.96686 3.83020

=====

Record 2
88
Properties=species:S:1:pos:R:3 method="wB97M-V/def2-TZVPD" total_charge=+1 fmax_ev_per_a=0.60 homo_ev=-9.50
Sc 0.14563 -0.29847 -0.11129
C 1.92411 -4.38932 -1.09642
C 1.14325 -3.11666 -1.06069
N 0.82001 -2.48892 0.01917
N 1.17073 -3.08706 1.18462
C 0.47008 -2.64515 2.21566
N 0.71861 -3.26308 3.38741
S -0.73490 -1.41455 2.17683
C 0.54442 -2.58361 -2.29756
C 0.61786 -3.28142 -3.49584
C -0.07076 -2.81201 -4.60069
C -0.82605 -1.65645 -4.48234
C -0.83188 -1.00920 -3.26099
N -0.15561 -1.44067 -2.19670
H 2.42493 -4.53827 -0.14729
H 1.26412 -5.24359 -1.27225
H 2.66228 -4.36302 -1.90014
H 1.53882 -3.84690 3.43284
H 0.45642 -2.77574 4.22846
H 1.19634 -4.19148 -3.55271
H -0.02777 -3.34997 -5.53903
H -1.39962 -1.26275 -5.31022
H -1.39982 -0.10298 -3.11981
N -2.23285 2.15389 2.56398
C -1.05775 2.72170 3.01170
C -0.07956 2.26264 2.18578
N -0.63976 1.43584 1.24507
C -1.92800 1.37813 1.50571
C -2.78164 0.51336 0.71246
N -2.26486 -0.21676 -0.25375
C -3.29538 -0.96248 -0.77163
C -4.44740 -0.66386 -0.11433
N -4.10574 0.28498 0.82521
H -3.12956 2.25314 3.00819
H -1.02334 3.36710 3.87139
H 0.98314 2.43401 2.22176
H -3.14298 -1.66889 -1.57067
H -5.45255 -1.03101 -0.22222
H -4.73171 0.67265 1.51032
C 2.88529 -0.37064 -3.18337
P 1.93153 0.86746 -2.23328
C 3.24921 2.07001 -1.84549
C 1.07545 1.79861 -3.58280
C 0.22196 2.92509 -2.98439
P -1.03539 2.26906 -1.80300
C -2.58298 2.24202 -2.81331
C -1.36420 3.78564 -0.82309
H 3.59832 0.12576 -3.84329
H 2.21832 -0.98838 -3.78460
H 3.43189 -1.01544 -2.49163
H 3.67927 2.45930 -2.77027
H 4.01661 1.56873 -1.25939
H 2.86480 2.89156 -1.24029
H 0.46721 1.11354 -4.17544
H 1.83804 2.20302 -4.25121
H -0.26116 3.52624 -3.75631
H 0.86168 3.60193 -2.41155
H -2.53304 2.96922 -3.62468
H -3.42099 2.50717 -2.16591
H -2.80464 1.26174 -3.23386
H -1.58156 4.62726 -1.48327
H -0.49769 4.02557 -0.20726
H -2.21781 3.63077 -0.16162
C 4.04176 -3.08483 2.90698
C 4.80087 -2.11328 2.02970
C 4.50525 -2.30235 0.55420
O 4.60615 -0.73496 2.42604
P 3.29540 0.12110 2.70922
S 2.11396 -0.47847 4.10643
S 2.45497 0.41608 0.85508
O 3.95254 1.51191 3.10940
C 5.19399 2.15055 2.71957
C 6.35600 1.52613 3.46407
C 5.38788 2.18180 1.21877
H 4.38248 -4.09697 2.67798
H 2.97148 -3.02113 2.71027
H 4.21623 -2.88072 3.96235
H 5.86991 -2.24580 2.19533
H 3.43860 -2.18085 0.35660
H 4.80686 -3.31089 0.26215
H 5.06069 -1.58322 -0.05076
H 5.05350 3.16884 3.08062
H 6.56075 0.52072 3.09695
H 6.13946 1.47186 4.53080
H 7.24628 2.14169 3.32113
H 5.53991 1.17422 0.82652
H 6.26757 2.78245 0.98158
H 4.52001 2.62334 0.73023

=====

Record 3
76
Properties=species:S:1:pos:R:3 method="wB97M-V/def2-TZVPD" relative_energy_kj_mol=2656.45 fmax_ev_per_a=19.24 homo_ev=-7.98
C -4.22152 -2.11987 2.47718
C -5.32369 -1.58729 1.63021
C -4.99945 -0.99439 0.19345
C -4.65399 -2.21579 -0.77889
C -3.17148 -2.54593 -1.02753
H -2.79595 -2.60221 0.15569
H -3.09414 -3.39344 -1.30169
C -2.49982 -1.18804 -1.71093
C -2.28411 -0.01736 -0.77824
C -2.40707 1.18547 -0.98129
C -2.05646 2.54945 -0.05545
C -2.72045 2.37144 1.23404
C -1.58475 2.78989 2.12797
C -0.25185 2.74175 1.65598
O 0.77802 2.63688 2.07229
C -0.54281 2.29174 0.28859
C 0.35457 3.13355 -0.67188
C 0.17437 2.93716 -2.13814
H 0.86571 3.87450 -2.82209
C 0.71789 1.66862 -2.51811
C 2.19250 1.44982 -2.44816
C 2.68156 0.22759 -2.72860
C 2.13575 -0.99039 -2.19596
C 1.89955 -0.91071 -0.57909
O 0.83169 -0.64660 -0.52482
N 3.13284 -0.94593 0.02805
C 4.39939 -1.51717 -0.36607
H 4.44583 -1.42213 -1.45313
C 4.79253 -2.57204 0.56163
C 4.84684 -2.26848 2.01380
C 3.40515 -1.69947 2.26808
H 3.31579 -1.54531 3.24237
H 2.75328 -2.61928 2.19230
C 2.87824 -0.77606 1.43038
H 1.79354 -0.57070 1.62086
C 3.64586 0.88664 1.82688
O 3.17052 1.74989 0.82720
H 2.29888 2.08581 1.63840
H 3.43529 0.93318 2.87319
H 4.56360 0.74064 1.70191
H 5.18103 -3.18849 2.67780
H 5.37782 -1.35911 2.42317
H 5.79302 -2.82887 0.18018
H 4.18234 -3.53429 0.25742
H 4.95468 -0.42073 -0.27730
H 2.87142 -2.06612 -2.50510
H 1.22729 -1.34222 -2.63246
H 2.78478 -0.06972 -3.92732
H 3.90311 0.21697 -2.80140
H 2.30195 1.58160 -1.23633
H 2.81044 2.32174 -2.88363
H 0.20738 0.88694 -2.17698
H 0.75974 1.56049 -3.80705
H -0.76797 2.97456 -2.42541
H 1.48343 3.20604 -0.30469
H -0.01074 4.40656 -0.34083
H -0.10090 1.25379 -0.06878
H -1.73556 2.67548 3.34008
H -1.69998 4.15467 2.21937
H -3.45441 2.72616 1.66182
H -2.65842 1.16154 1.55195
H -2.21885 3.30221 -0.43104
H -2.89990 1.50871 -1.95477
H -1.85810 -0.34351 0.33224
O -1.19909 -1.75632 -2.04332
H -0.52329 -1.57461 -1.33897
H -3.05112 -1.00605 -2.41351
H -5.04017 -1.83271 -1.62263
H -5.29155 -3.21246 -0.37332
H -6.01261 -0.55441 0.23092
H -4.33435 -0.18302 0.38451
H -5.83245 -0.75866 2.29324
H -6.32085 -2.36359 1.55020
H -3.45606 -1.14492 2.23310
H -3.83912 -3.18576 1.91282
H -4.43463 -2.31727 3.33566